[1]
This record from the OMol25 dataset describes 12 unconnected molecules or ions with the total composition C39H106N4O12 in a non-equilibrium geometry. The level of theory is the ωB97M-V functional and the def2-TZVPD basis.

```
! wB97M-V def2-TZVPD RIJCOSX def2/J DEFGRID3
* xyz 0 1
C -1.78 -6.63 -1.09
O -0.97 -5.83 -0.31
C -0.83 -6.14 1.06
C -0.28 -4.88 1.84
C 0.05 -5.12 3.35
N -1.20 -3.78 1.72
H -1.92 -6.20 -2.05
H -2.81 -6.82 -0.68
H -1.22 -7.53 -1.32
H -1.84 -6.40 1.44
H -0.15 -7.03 1.19
H 0.65 -4.65 1.29
H 0.98 -5.76 3.38
H -0.74 -5.65 3.83
H 0.18 -4.15 3.83
H -2.16 -3.99 2.06
H -1.38 -3.53 0.74
C 3.87 3.25 1.19
O 3.20 3.71 2.38
C 1.82 3.38 2.48
C 0.99 4.62 2.18
C 1.43 5.70 3.21
N -0.46 4.28 2.26
H 4.89 3.60 1.21
H 3.47 3.61 0.22
H 3.89 2.15 1.19
H 1.51 2.54 1.87
H 1.72 3.13 3.50
H 1.18 5.01 1.13
H 2.28 6.32 2.83
H 1.70 5.28 4.15
H 0.58 6.34 3.38
H -0.74 4.08 3.19
H -1.00 5.12 2.11
C -1.48 -2.63 -1.97
O -0.87 -2.17 -3.10
C 0.07 -2.98 -3.66
C 0.86 -2.18 -4.70
C -0.05 -1.80 -5.85
N 2.11 -2.94 -5.16
H -0.77 -2.93 -1.21
H -2.16 -3.45 -2.25
H -2.08 -1.87 -1.55
H 0.73 -3.36 -2.87
H -0.47 -3.85 -4.06
H 1.20 -1.33 -4.18
H 0.38 -1.00 -6.45
H -0.98 -1.38 -5.46
H -0.18 -2.67 -6.48
H 1.91 -3.83 -5.62
H 2.61 -3.33 -4.38
C 7.63 -1.08 -1.24
O 6.46 -1.88 -1.18
C 5.34 -1.19 -1.84
C 4.16 -2.15 -1.95
C 3.62 -2.45 -0.61
N 4.34 -3.37 -2.72
H 7.99 -0.98 -2.27
H 8.44 -1.51 -0.67
H 7.52 -0.10 -0.72
H 5.14 -0.22 -1.28
H 5.80 -0.94 -2.81
H 3.36 -1.61 -2.59
H 2.84 -3.21 -0.75
H 3.24 -1.60 -0.04
H 4.36 -3.01 -0.02
H 4.84 -4.14 -2.26
H 4.89 -3.22 -3.58
C -2.97 0.41 3.55
C -2.13 -0.24 4.64
C -2.95 -1.20 5.51
O -0.91 -0.89 4.12
H -3.68 1.09 3.93
H -3.49 -0.37 3.00
H -2.33 0.96 2.80
H -1.80 0.58 5.22
H -4.07 -0.91 5.59
H -2.52 -1.16 6.51
H -2.98 -2.19 5.07
H -1.15 -1.60 3.51
C 4.67 0.89 3.48
C 5.25 -0.38 2.78
C 4.61 -1.68 3.36
O 4.95 -0.24 1.40
H 5.08 1.83 3.06
H 4.92 0.81 4.55
H 3.60 0.88 3.37
H 6.36 -0.41 2.91
H 3.55 -1.44 3.16
H 4.71 -1.79 4.42
H 4.92 -2.58 2.81
H 5.44 -1.01 1.06
C 1.64 0.83 -2.75
C 2.31 2.04 -2.11
C 3.00 3.00 -3.13
O 1.26 2.82 -1.52
H 0.72 1.11 -3.27
H 1.37 0.10 -1.99
H 2.30 0.42 -3.44
H 3.10 1.79 -1.39
H 4.02 2.69 -3.44
H 3.05 3.91 -2.58
H 2.33 3.08 -4.02
H 0.87 2.23 -0.82
C -2.29 0.85 -3.08
C -2.87 1.65 -1.93
C -4.19 2.29 -2.19
O -2.93 0.76 -0.81
H -3.02 0.56 -3.84
H -1.83 -0.02 -2.65
H -1.54 1.42 -3.72
H -2.23 2.53 -1.73
H -4.56 2.70 -1.24
H -4.96 1.62 -2.51
H -4.15 3.12 -2.96
H -3.25 1.26 -0.01
C -1.94 5.17 -1.21
C -1.23 5.22 -2.56
C 0.00 6.03 -2.35
O -0.93 3.91 -2.97
H -1.23 4.68 -0.58
H -2.91 4.78 -1.15
H -2.17 6.23 -0.99
H -1.80 5.72 -3.30
H 0.56 5.46 -1.60
H -0.18 7.01 -1.88
H 0.63 6.18 -3.21
H -0.29 3.40 -2.44
C -5.39 3.06 1.53
C -4.04 3.75 1.45
C -3.69 4.46 2.74
O -3.04 2.80 0.96
H -5.44 2.30 2.31
H -5.71 2.72 0.54
H -6.11 3.83 1.85
H -4.13 4.57 0.69
H -2.85 5.17 2.62
H -3.37 3.83 3.60
H -4.61 4.95 3.06
H -2.16 2.81 1.35
C -5.42 -2.39 -1.10
C -5.17 -3.08 0.30
C -5.90 -4.44 0.45
O -3.75 -3.34 0.42
H -6.49 -2.32 -1.23
H -4.99 -3.02 -1.90
H -4.85 -1.41 -1.19
H -5.45 -2.49 1.18
H -6.98 -4.33 0.23
H -5.79 -4.91 1.39
H -5.62 -5.08 -0.36
H -3.52 -3.75 -0.40
C 1.44 -0.30 1.33
C 0.12 -0.32 0.69
O -0.14 0.96 0.14
H 1.32 0.24 2.28
H 2.25 0.09 0.78
H 1.71 -1.30 1.58
H -0.66 -0.62 1.44
H 0.04 -0.96 -0.15
H -1.02 0.97 -0.27
*
```

Values from the calculation:
- lowest unoccupied orbital energy (eV) = 0.61
- HOMO (eV) = -9.068
- structure (SMILES) = COC[C@H](C)N.COC[C@H](C)N.COC[C@H](C)N.COC[C@H](C)N.CC(C)O.CC(C)O.CC(C)O.CC(C)O.CC(C)O.CC(C)O.CC(C)O.CCO
- gap between HOMO and LUMO (eV) = 9.68
- energy (Ha) = -2671.249568

=====

[2]
This record from the OMol25 dataset describes 2 unconnected molecules or ions with the total composition C4H12N2O3 in a non-equilibrium geometry. The level of theory is the ωB97M-V functional and the def2-TZVPD basis.

```
! wB97M-V def2-TZVPD RIJCOSX def2/J DEFGRID3
* xyz 0 1
C 0.00 -0.24 -1.64
C 0.04 0.75 -0.46
N -0.46 0.18 0.73
C -1.82 -0.15 0.51
O -1.88 -1.46 0.07
C 1.64 0.96 -0.33
N 2.04 2.09 -1.14
O 2.42 0.38 0.39
H -0.04 -1.38 -1.50
H -0.77 0.08 -2.29
H 0.97 -0.17 -2.20
H -0.51 1.74 -0.78
H -0.38 0.89 1.43
H -2.55 -0.14 1.41
H -2.39 0.43 -0.17
H -1.48 -2.18 0.69
H 1.38 2.69 -1.62
H 3.03 2.08 -1.15
O -0.01 -2.49 2.70
H -0.09 -1.54 2.84
H 0.87 -2.53 2.50
*
```

Values from the calculation:
- relative energy (zero: lowest compared OMol25 entry of this formula, charge and spin) (eV) = 2.359
- lowest unoccupied orbital energy (eV) = 0.66
- HOMO (eV) = -9.678
- structure (SMILES) = C[C@@H](NCO)C(N)=O.O
- gap between HOMO and LUMO (eV) = 10.33
- energy (Ha) = -494.790746

=====

[3]
This record from the OMol25 dataset describes 2 unconnected molecules or ions with the total composition C24H32BFN2O9 in a non-equilibrium geometry. The level of theory is the ωB97M-V functional and the def2-TZVPD basis.

```
! wB97M-V def2-TZVPD RIJCOSX def2/J DEFGRID3
* xyz 0 1
C -2.01 -1.18 4.41
C -1.58 0.00 3.90
C -1.95 0.55 2.59
C -1.02 1.30 1.87
C -1.28 1.88 0.64
C -0.23 2.69 -0.08
C 0.67 1.86 -0.99
C 1.62 0.90 -0.24
C 2.94 0.72 -1.03
C 3.39 -0.76 -1.12
C 4.92 -0.89 -1.12
C 5.39 -2.31 -0.75
C 5.45 -3.27 -1.95
O 4.36 -4.20 -1.82
C 4.34 -5.16 -2.76
C 3.05 -5.94 -2.82
O 5.26 -5.41 -3.49
C -2.53 1.68 0.11
C -3.49 0.95 0.80
C -3.22 0.37 2.02
C -4.33 -0.43 2.66
C -4.27 -1.84 2.13
O -3.42 -2.26 1.41
F -5.29 -2.66 2.47
C -4.75 0.94 -0.02
O -5.87 0.65 0.32
N -4.35 1.41 -1.27
C -4.76 0.74 -2.51
B -4.76 -0.85 -2.34
O -3.61 -1.61 -2.54
O -5.92 -1.48 -1.97
C -3.14 2.12 -1.20
O -2.75 2.91 -2.00
H -1.97 -2.10 3.83
H -2.42 -1.21 5.42
H -0.87 0.59 4.48
H -0.03 1.47 2.28
H -0.73 3.44 -0.70
H 0.35 3.23 0.66
H 0.10 1.32 -1.75
H 1.30 2.57 -1.52
H 1.15 -0.08 -0.16
H 1.90 1.31 0.73
H 3.74 1.33 -0.61
H 2.80 1.06 -2.06
H 3.00 -1.28 -0.25
H 3.01 -1.16 -2.06
H 5.31 -0.20 -0.36
H 5.33 -0.63 -2.09
H 4.74 -2.76 -0.01
H 6.39 -2.26 -0.31
H 5.39 -2.75 -2.91
H 6.39 -3.81 -1.93
H 2.51 -5.73 -3.74
H 3.30 -7.00 -2.75
H 2.43 -5.68 -1.96
H -5.30 -0.01 2.41
H -4.25 -0.43 3.75
H -4.15 1.07 -3.35
H -5.78 1.04 -2.76
H -3.36 -2.05 -1.72
H -5.72 -2.38 -1.71
C 1.17 6.49 2.93
N 1.28 5.28 2.06
O 1.50 4.21 2.60
O 1.15 5.46 0.87
H 1.31 6.18 3.96
H 1.95 7.18 2.63
H 0.18 6.91 2.78
*
```

Values from the calculation:
- lowest unoccupied orbital energy (eV) = -0.63
- HOMO (eV) = -8.586
- structure (SMILES) = C=Cc1cc(CCCCCCCCOC(C)=O)c2c(c1CC(=O)F)C(=O)N(CB(O)O)C2=O.C[N+](=O)[O-]
- gap between HOMO and LUMO (eV) = 7.96
- energy (Ha) = -1845.108964

=====

[4]
This record from the OMol25 dataset describes C5H6N2 in the gas phase. The level of theory is the ωB97M-V functional and the def2-TZVPD basis.

```
! wB97M-V def2-TZVPD RIJCOSX def2/J DEFGRID3
* xyz 0 1
N 0.19 3.05 -1.09
C 0.00 2.13 -0.42
C -0.30 0.95 0.39
C -1.34 -1.16 0.20
C 0.17 -1.29 0.32
C 1.01 -0.76 -0.75
N 0.82 0.01 0.49
H -0.62 1.25 1.39
H -1.19 0.45 -0.14
H -1.69 -0.95 1.24
H 0.51 -2.12 0.95
H 0.52 -0.38 -1.65
H 2.03 -1.11 -0.89
*
```

Values from the calculation:
- relative energy (zero: lowest compared OMol25 entry of this formula, charge and spin) (eV) = 6.241
- lowest unoccupied orbital energy (spin up / spin down) (eV) = -1.20 / -1.21
- HOMO (spin up / spin down) (eV) = -8.891 / -8.910
- gap between HOMO and LUMO (spin up / spin down) (eV) = 7.69 / 7.70
- energy (Ha) = -303.406703

=====

[5]
This record from the OMol25 dataset describes a molecular structure, C19H19Br2FeN2O in a non-equilibrium geometry. The level of theory is the ωB97M-V functional and the def2-TZVPD basis.

```
! wB97M-V def2-TZVPD RIJCOSX def2/J DEFGRID3
* xyz 0 6
Fe 0.04 0.32 -0.32
O -2.27 0.12 -5.71
C -1.64 -0.08 -4.53
C -2.05 -1.03 -3.57
C -1.18 -1.20 -2.50
N -0.28 -0.25 -2.13
C 0.22 0.55 -3.13
Br 1.96 1.31 -2.97
C -0.48 0.71 -4.33
H -3.10 -0.45 -5.83
H -3.03 -1.59 -3.67
H -1.26 -2.09 -1.81
H -0.18 1.54 -4.95
Br -2.23 -0.28 0.15
C -1.72 -1.81 1.14
C -2.62 -2.78 1.52
C -2.14 -3.96 2.14
C -0.83 -4.04 2.54
C 0.05 -2.92 2.38
C 1.23 -2.73 3.10
C 1.98 -1.59 2.92
C 1.66 -0.70 1.86
C 0.59 -0.88 1.05
C -0.35 -1.88 1.50
H -3.63 -2.78 1.21
H -2.87 -4.76 2.35
H -0.49 -4.91 3.11
H 1.50 -3.47 3.88
H 2.82 -1.28 3.53
H 2.33 0.16 1.74
C 0.80 4.19 -0.03
C 1.12 2.82 0.57
C 0.68 2.69 2.09
C 2.53 2.46 0.15
N 0.26 1.90 -0.19
H 1.48 4.94 0.36
H -0.23 4.43 0.12
H 0.98 4.15 -1.11
H 1.10 3.52 2.71
H 1.09 1.75 2.49
H -0.43 2.68 2.12
H 3.24 2.86 0.86
H 2.66 2.93 -0.86
H 2.69 1.42 0.04
*
```

Values from the calculation:
- lowest unoccupied orbital energy (spin up / spin down) (eV) = -0.12 / -0.40
- HOMO (spin up / spin down) (eV) = -5.973 / -7.706
- gap between HOMO and LUMO (spin up / spin down) (eV) = 5.85 / 7.30
- energy (Ha) = -7331.700454

=====

[6]
This record from the OMol25 dataset describes 13 unconnected molecules or ions with the total composition C5H35NO13 in a non-equilibrium geometry. The level of theory is the ωB97M-V functional and the def2-TZVPD basis.

```
! wB97M-V def2-TZVPD RIJCOSX def2/J DEFGRID3
* xyz 0 1
C -0.03 0.80 -1.16
N -0.98 1.60 -1.64
C -2.33 1.40 -1.25
C -2.66 1.65 0.24
C -0.64 2.25 -2.95
C 0.44 1.51 -3.84
O -0.22 0.08 -0.09
H 0.91 0.85 -1.59
H -3.06 2.15 -1.71
H -2.72 0.44 -1.54
H -2.44 0.73 0.78
H -2.24 2.65 0.67
H -3.78 1.52 0.45
H -0.40 3.40 -2.63
H -1.62 2.37 -3.60
H 1.31 2.05 -3.70
H 0.00 1.66 -4.92
H 0.33 0.46 -3.63
H 2.92 -0.57 -0.38
H 3.97 -0.42 -1.54
O 3.21 -0.06 -1.16
H 0.90 -3.39 2.98
H 0.11 -2.29 3.36
O 0.03 -3.01 2.78
H -1.53 -2.85 -0.89
H -1.70 -3.84 -2.02
O -1.24 -3.01 -1.80
H -1.68 -1.79 -2.96
H -2.23 -1.32 -4.30
O -2.01 -1.06 -3.47
H 0.99 -0.93 0.47
H 1.86 -2.21 0.82
O 1.85 -1.21 0.89
H -1.32 -2.35 1.78
H -1.18 -1.28 0.62
O -1.43 -2.21 0.85
H 3.79 2.13 1.14
H 2.91 1.19 0.42
O 2.79 1.91 1.06
H 0.10 -0.09 3.40
H 1.40 -0.51 4.01
O 0.41 -0.72 4.01
H 1.12 2.82 1.49
H 0.05 2.43 0.48
O 0.19 2.72 1.40
H 2.82 0.94 2.53
H 2.88 -0.55 2.78
O 2.81 0.30 3.28
H 0.35 -3.86 1.02
H 0.24 -3.35 -0.45
O 0.81 -3.53 0.31
H -1.33 1.44 3.86
H -1.01 1.66 2.37
O -1.69 1.32 2.96
*
```

Values from the calculation:
- relative energy (zero: lowest compared OMol25 entry of this formula, charge and spin) (eV) = 2.773
- lowest unoccupied orbital energy (eV) = 0.25
- HOMO (eV) = -9.895
- gap between HOMO and LUMO (eV) = 10.15
- energy (Ha) = -1244.333189